The following is a quantum chemistry calculation of 2 unconnected molecules or ions with the total composition C6H16S in a non-equilibrium geometry, from OMol25.

Calculated values
HOMO energy (spin up / spin down) = -14.075 / -14.076 eV
2S+1 = 2
LUMO (spin up / spin down) = -3.233 / -8.201 eV
Kohn-Sham gap (spin up / spin down) = 10.84 / 5.87 eV
relative energy (zero: lowest compared OMol25 entry of this formula, charge and spin) = 55.1 kJ/mol
net charge = +1

Last column: natural (NBO) charge in e.
Positions of all 23 atoms, in Å:
C -0.59 0.21 2.35  -0.541
H -1.12 -2.10 -0.83  0.222
H 0.53 -1.78 -0.34  0.181
S 1.08 -0.55 2.62  0.866
C -0.15 -1.62 -1.17  -0.642
H -0.08 0.63 -1.11  0.176
H -1.12 -0.68 1.97  0.279
H 2.88 1.10 2.53  0.309
H 0.81 0.13 -2.29  0.219
H 2.11 1.07 1.00  0.279
H -1.54 0.96 -3.06  0.224
C -0.10 -0.20 -1.80  -0.421
C -0.72 1.22 1.23  -0.636
H -1.14 0.80 0.32  0.257
C 2.31 0.48 1.87  -0.874
C -1.26 -0.08 -2.80  -0.619
H -1.01 -0.73 -3.65  0.220
H 0.27 1.64 0.99  0.213
H -1.31 2.07 1.57  0.257
H 0.03 -2.34 -2.00  0.239
H -2.22 -0.50 -2.44  0.206
H 3.17 -0.25 1.66  0.302
H -0.84 0.52 3.37  0.280

The following is a quantum chemistry calculation of 2 unconnected molecules or ions with the total composition C6H16S2 in a non-equilibrium geometry, from OMol25.

Calculated values
HOMO energy (spin up / spin down) = 0.109 / -3.121 eV
2S+1 = 2
LUMO (spin up / spin down) = 3.598 / 3.540 eV
Kohn-Sham gap (spin up / spin down) = 3.49 / 6.66 eV
relative energy (zero: lowest compared OMol25 entry of this formula, charge and spin) = 0.0 kJ/mol
net charge = -1

Last column: natural (NBO) charge in e.
Positions of all 24 atoms, in Å:
S -0.02 0.79 2.99  -0.646
C 1.36 0.37 -2.47  -0.604
H 2.27 -0.83 1.42  0.226
C 1.91 -1.29 -0.67  -0.390
H 2.31 -2.59 1.02  0.188
H -2.76 0.41 2.20  0.203
H -2.13 -0.53 0.79  0.179
H -4.00 1.82 0.63  0.198
H 0.93 -0.46 -3.05  0.187
H 0.79 -1.63 1.13  0.216
C -2.40 0.47 1.17  -0.537
C 1.22 0.06 -0.97  -0.395
H -3.09 1.19 -0.79  0.207
H -4.24 0.19 0.07  0.177
H 2.42 0.34 -2.76  0.182
H 0.80 1.83 3.18  0.115
H 2.97 -1.10 -0.90  0.173
H 0.96 1.33 -2.78  0.206
C -3.47 0.97 0.20  -0.621
S -0.95 1.55 1.19  -0.253
H 1.51 -2.02 -1.37  0.181
H 1.60 0.87 -0.35  0.209
C 1.84 -1.63 0.81  -0.614
H 0.17 -0.08 -0.70  0.215

The following is a quantum chemistry calculation of 2 unconnected molecules or ions with the total composition C6H16S4 in a non-equilibrium geometry, from OMol25.

Calculated values
HOMO energy = -8.506 eV
LUMO = 0.693 eV
structure (SMILES) = CCSSC.CCSSC
Kohn-Sham gap = 9.20 eV
relative energy (zero: lowest compared OMol25 entry of this formula, charge and spin) = 23.2 kJ/mol
net charge = 0

Last column: natural (NBO) charge in e.
Positions of all 26 atoms, in Å:
H -0.95 2.49 1.86  0.205
S 0.21 -2.52 -2.88  0.103
H -1.17 3.31 3.44  0.209
S -1.12 -3.91 -3.51  0.111
S 1.70 2.93 0.58  0.037
C -0.35 4.57 1.98  -0.565
H 1.94 0.54 0.04  0.224
H -0.15 -2.53 -0.50  0.208
H -3.10 -4.48 -2.28  0.231
C 1.98 -2.17 -0.88  -0.613
H -3.29 -2.92 -3.15  0.221
H 2.83 -2.38 -1.55  0.225
C -1.28 3.42 2.35  -0.616
C -2.58 -3.56 -2.60  -0.787
H 2.25 -2.52 0.14  0.220
H -2.34 3.59 2.11  0.212
C 1.57 1.08 0.92  -0.727
S 1.33 4.09 2.23  0.132
H 0.53 0.79 1.11  0.212
H -2.25 -3.01 -1.69  0.229
H 2.18 0.79 1.79  0.224
C 0.64 -2.87 -1.21  -0.570
H -0.52 4.99 0.97  0.225
H 0.70 -3.98 -1.13  0.223
H -0.57 5.36 2.72  0.225
H 1.81 -1.09 -0.85  0.201

The following is a quantum chemistry calculation of a molecular structure, C6H17AgNO3 in a non-equilibrium geometry, from OMol25.

Calculated values
HOMO energy = -2.942 eV
LUMO = 2.979 eV
Kohn-Sham gap = 5.92 eV
relative energy (zero: lowest compared OMol25 entry of this formula, charge and spin) = 0.0 kJ/mol
net charge = -1

Last column: natural (NBO) charge in e.
Positions of all 28 atoms, in Å:
H 3.86 23.46 11.37  0.366
H 0.83 28.83 11.99  0.089
H 2.05 28.22 13.81  0.214
C 4.99 25.96 10.61  -0.627
H 5.90 26.58 10.65  0.198
H 1.90 29.78 10.88  0.095
H -1.63 25.36 10.83  0.120
H 3.78 28.70 14.12  0.160
H 4.09 26.53 10.35  0.245
C 1.07 29.05 10.93  -0.200
H 5.37 26.78 13.34  0.164
C 4.74 25.28 11.94  -0.068
C -1.11 24.92 11.69  -0.228
Ag 1.65 26.00 11.16  0.823
O 3.43 27.11 12.84  -0.548
C 4.47 26.20 13.12  -0.054
H 3.11 27.25 14.87  0.152
O 0.00 24.15 11.34  -1.009
H 3.43 23.98 12.73  0.355
N 3.61 24.35 11.80  -0.829
C 3.06 27.88 13.97  -0.242
H 0.18 29.68 10.67  0.096
H -0.83 25.74 12.39  0.095
H 5.69 24.82 12.26  0.153
H 4.13 25.58 13.96  0.162
H -1.80 24.31 12.32  0.095
H 5.15 25.30 9.75  0.209
O 1.20 27.97 10.11  -0.988

The following is a quantum chemistry calculation of a molecular structure, C6H17AlF6O3P in a non-equilibrium geometry, from OMol25.

Calculated values
HOMO energy (spin up / spin down) = -16.642 / -18.151 eV
2S+1 = 2
LUMO (spin up / spin down) = -14.010 / -14.668 eV
Kohn-Sham gap (spin up / spin down) = 2.63 / 3.48 eV
net charge = +2

Last column: natural (NBO) charge in e.
Positions of all 34 atoms, in Å:
H 22.66 -1.04 -17.77  0.270
F 23.18 -4.23 -14.19  -0.535
H 27.08 -3.52 -12.52  0.282
H 28.68 -1.54 -13.69  0.510
H 24.33 0.38 -18.60  0.268
H 23.34 -2.24 -16.80  0.262
Al 25.75 0.19 -12.75  1.474
F 23.34 -1.94 -13.50  -0.642
C 28.06 -3.13 -12.78  0.066
O 24.89 -0.55 -15.52  -0.609
F 24.88 -4.74 -12.60  -0.559
C 24.96 0.02 -17.79  -0.596
F 25.18 -3.08 -14.27  -0.607
H 30.05 -3.02 -12.08  0.231
O 23.00 0.91 -13.74  -0.157
C 29.08 -3.31 -11.68  -0.585
P 24.10 -3.42 -13.16  2.607
H 29.17 -4.32 -11.28  0.280
H 25.77 0.75 -17.74  0.246
H 27.84 -3.53 -14.86  0.246
H 29.35 -4.00 -14.41  0.266
C 23.04 -1.19 -16.75  -0.642
C 28.35 -3.93 -13.99  -0.640
H 24.92 -1.50 -15.67  0.534
H 22.28 -0.97 -16.01  0.248
F 23.12 -3.72 -11.93  -0.538
C 24.06 -0.11 -16.56  0.077
F 24.98 -2.53 -12.23  -0.587
O 27.95 -1.77 -13.12  -0.614
H 23.24 0.00 -14.01  0.452
H 27.99 -4.95 -13.83  0.288
H 23.57 0.86 -16.45  0.235
H 28.87 -2.63 -10.86  0.241
H 25.45 -0.93 -17.99  0.229

Asked for electronic energy across the records above, the calculation gives -17306.98501 -28151.38527 -49822.22274 -18126.95618 -44808.14592 eV in order.